136
Properties=species:S:1:pos:R:3:mulliken_charge:R:1 method="wB97M-V/def2-TZVPD" homo_ha=-0.158 e_above_lowest_kj_mol=15.97 lumo_ha=0.07987 max_force_ev_per_a=0.74 charge=-1 gap_ev=6.49
Rb -0.88877 1.27295 0.28238 0.2613
C 5.99276 1.78536 -0.68527 -1.1946
N 5.24019 0.93655 0.20391 0.6499
C 5.90388 0.59114 1.43528 -1.1872
C 4.14197 0.18297 -0.22780 -0.1217
N 3.09133 -0.05033 0.44849 0.4672
C 2.76324 0.69594 1.64062 0.0508
C 2.29851 -0.21665 2.77217 -1.5749
N 1.11179 -0.99008 2.42518 1.3341
C 1.37106 -2.17467 1.61430 -1.5938
C 0.49189 -2.22153 0.36431 1.7030
N 0.86556 -3.35939 -0.46464 -0.3522
C 0.62505 -4.55874 -0.10774 0.3506
N 1.37015 -5.59507 -0.69366 0.0604
C 0.63998 -6.71784 -1.24921 -1.1674
C 2.49660 -5.17855 -1.50123 -0.8316
N -0.31017 -5.04261 0.81408 0.5688
C 0.12393 -5.90734 1.88797 -1.2338
C -1.55259 -4.34697 1.07327 -1.2655
C 0.20295 -1.21402 3.55167 -1.6265
C -1.11368 -0.43400 3.46864 -0.6216
N -1.97283 -0.96707 2.44262 0.7987
C -3.06013 -1.56697 2.74935 -0.9610
N -3.90716 -1.93933 1.74275 1.0328
C -5.09326 -2.73911 1.92307 -1.3739
C -3.66240 -1.40123 0.41073 0.1183
N -3.52408 -1.90592 4.05337 0.5437
C -4.34263 -0.90662 4.70862 -0.9767
C -2.68284 -2.68829 4.92489 -1.0482
N 4.23411 -0.28701 -1.53491 0.3813
C 5.39231 -1.09062 -1.86732 -1.1057
C 3.00433 -0.80497 -2.11234 -0.1483
H 6.19819 2.74168 -0.19269 0.3323
H 5.41600 1.99319 -1.58251 0.3566
H 6.95985 1.34572 -0.97280 0.3077
H 6.88705 0.13732 1.23663 0.3104
H 5.30575 -0.12336 1.99439 0.3096
H 6.06623 1.47294 2.06497 0.3196
H 1.92683 1.36022 1.40030 -0.4365
H 3.57654 1.33781 2.00264 0.6046
H 2.03656 0.42743 3.61416 0.7220
H 3.12575 -0.87026 3.10391 0.0318
H 1.23944 -3.09452 2.20668 0.5292
H 2.40030 -2.15395 1.25615 0.3858
H 0.72348 -1.31681 -0.20397 -0.6303
H -0.55212 -2.15362 0.65050 -0.6266
H -0.22526 -6.93876 -0.62947 0.3713
H 1.28033 -7.60218 -1.28464 0.3352
H 0.29043 -6.50848 -2.27051 0.3357
H 3.05051 -4.40013 -0.98133 0.2610
H 2.19285 -4.76876 -2.47260 0.3066
H 3.14261 -6.04396 -1.66632 0.2676
H 1.01745 -6.45196 1.59073 0.4309
H -0.66471 -6.62481 2.13333 0.3489
H 0.35185 -5.33470 2.79883 0.1999
H -1.88235 -3.81489 0.18381 0.3385
H -1.48320 -3.62351 1.89335 0.4239
H -2.31551 -5.08722 1.33471 0.3829
H 0.70859 -0.94587 4.48930 0.6748
H -0.03607 -2.28161 3.62577 0.2491
H -0.85201 0.59678 3.20653 0.3311
H -1.56138 -0.37153 4.46738 0.1348
H -5.15192 -3.09092 2.94857 0.4154
H -5.07566 -3.60595 1.25311 0.3667
H -5.99589 -2.16132 1.69523 0.3186
H -2.80790 -1.88225 -0.07374 -0.0853
H -3.47571 -0.32164 0.47775 -0.9198
H -4.54360 -1.58109 -0.20473 0.7300
H -4.85096 -0.30125 3.95832 0.1678
H -3.75293 -0.22600 5.33910 0.2843
H -5.09727 -1.38740 5.34073 0.2775
H -3.31825 -3.23780 5.62740 0.3172
H -1.96574 -2.10304 5.51641 0.3321
H -2.12247 -3.41892 4.34173 0.1906
H 5.25435 -2.13894 -1.56160 0.2288
H 6.28692 -0.70953 -1.37964 0.3544
H 5.55472 -1.07397 -2.94711 0.3512
H 2.20398 -0.10738 -1.88220 -0.5077
H 2.73970 -1.79294 -1.71544 -0.0419
H 3.13861 -0.87678 -3.19525 0.4236
C -0.79146 -0.31270 -3.99570 -0.7820
C -2.32211 -0.43154 -4.03557 -0.6210
N -2.88079 -0.38757 -2.69035 0.1980
C -3.98378 0.54485 -2.47458 0.3038
C -3.65726 2.02679 -2.72398 -1.1782
N -2.42894 2.41105 -2.06437 0.5556
C -1.39778 3.07901 -2.81794 0.1747
C -0.70485 2.14770 -3.82181 -1.3422
N -0.38597 0.85607 -3.25570 0.5952
H -0.41372 -0.34540 -5.03303 0.3925
H -0.38726 -1.18972 -3.48082 0.2363
H -2.58220 -1.37307 -4.53500 0.4944
H -2.72949 0.36809 -4.66667 0.2492
H -2.12080 -0.08594 -2.08570 -0.3593
H -4.28027 0.46176 -1.42897 -0.6137
H -4.83953 0.24631 -3.09237 0.3072
H -4.51302 2.62538 -2.38832 0.5475
H -3.55049 2.21879 -3.79875 0.4090
H -2.58977 2.81964 -1.15059 0.1312
H -0.64283 3.41811 -2.10581 -0.5598
H -1.74902 3.97262 -3.36677 0.2511
H 0.18509 2.66758 -4.20130 0.5070
H -1.35766 1.99637 -4.68671 0.4410
H 0.52037 0.83124 -2.81481 -0.2717
C 5.52398 5.48766 -3.57840 -1.0175
O 4.81230 4.30192 -3.31459 -0.4505
C 3.74397 4.38464 -2.45190 0.4405
C 3.34946 5.58530 -1.84073 -1.3221
C 2.26957 5.53210 -0.97703 -0.7681
C 1.58787 4.35713 -0.66494 0.5171
C 0.54208 4.38740 0.37162 0.5994
C -0.37339 5.59663 0.43744 -1.6027
O 0.36653 3.47276 1.16446 -0.7348
C 1.95184 3.12277 -1.33687 -0.3319
O 1.31601 2.03844 -1.20964 0.5642
C 3.07030 3.21114 -2.22082 -0.1226
H 6.32380 5.21734 -4.26513 0.2791
H 5.96063 5.90864 -2.66752 0.3556
H 4.88913 6.24488 -4.04835 0.3561
H 3.85931 6.52026 -2.01448 0.3824
H 1.97329 6.45430 -0.49043 0.1587
H 0.18270 6.52095 0.59634 0.4237
H -1.08562 5.45414 1.24735 0.3252
H -0.90532 5.69984 -0.51055 0.3571
H 3.37289 2.30538 -2.73477 0.5216
C -5.78540 1.98693 0.72934 -1.3617
C -4.46449 2.03029 1.51984 1.6019
C -4.33212 3.39773 2.20858 -1.4761
O -3.39090 1.74143 0.74055 -0.4726
H -6.66479 2.18570 1.35348 0.3821
H -5.90366 1.00382 0.26572 0.2754
H -5.74770 2.73302 -0.07161 0.2127
H -4.58382 1.28007 2.34885 -1.1424
H -4.29594 4.17853 1.44102 0.3244
H -3.39349 3.43336 2.76635 0.2742
H -5.16057 3.61502 2.89303 0.3370